(1)
Formula: C42H35F3N3OPRhSSe
Source: the OMol25 dataset
Level of theory: the ωB97M-V functional and the def2-TZVPD basis

Last column: Löwdin charge in e.
Atoms and positions in Å:
1 Rh -0.146 0.994 0.198  1.101
2 C 0.823 -1.488 -4.889  -0.069
3 C -0.603 -1.443 -5.446  -0.558
4 C -1.032 -2.879 -5.781  -0.037
5 C -0.594 -0.581 -6.718  -0.036
6 C -1.595 -0.848 -4.457  -0.156
7 C -2.949 -0.717 -4.825  -0.016
8 C -3.902 -0.177 -3.989  -0.054
9 C -3.504 0.268 -2.733  -0.435
10 S -4.415 1.036 -1.462  1.173
11 C -2.978 1.125 -0.498  -0.492
12 N -1.928 0.608 -1.079  0.042
13 C -2.168 0.130 -2.340  -0.284
14 C -1.219 -0.424 -3.198  0.043
15 C -2.852 1.736 0.796  -0.241
16 C -3.909 2.227 1.557  -0.019
17 C -3.660 2.785 2.797  -0.057
18 C -2.356 2.888 3.267  -0.053
19 C -1.291 2.427 2.505  -0.082
20 C -1.549 1.864 1.276  -0.178
21 H 1.487 -1.920 -5.638  0.091
22 H 0.879 -2.112 -3.995  0.080
23 H 1.186 -0.484 -4.660  0.087
24 H -0.332 -3.321 -6.490  0.090
25 H -2.027 -2.912 -6.222  0.080
26 H -1.040 -3.494 -4.879  0.092
27 H 0.133 -0.973 -7.430  0.090
28 H -0.320 0.446 -6.474  0.094
29 H -1.570 -0.568 -7.202  0.080
30 H -3.261 -1.039 -5.809  0.115
31 H -4.934 -0.099 -4.300  0.117
32 H -0.195 -0.472 -2.856  0.093
33 H -4.920 2.174 1.172  0.111
34 H -4.479 3.153 3.398  0.111
35 H -2.166 3.359 4.223  0.114
36 H -0.271 2.553 2.855  0.113
37 O -0.845 -0.774 1.143  -0.398
38 P 0.270 -1.395 1.955  0.835
39 C 0.638 -0.414 3.423  -0.283
40 C -0.446 -0.215 4.278  -0.078
41 C -0.282 0.526 5.434  -0.061
42 C 0.967 1.049 5.747  -0.053
43 C 2.045 0.847 4.899  -0.061
44 C 1.885 0.122 3.727  -0.083
45 C 1.751 -1.567 0.920  -0.274
46 C 1.684 -1.128 -0.405  -0.111
47 C 2.744 -1.348 -1.268  -0.049
48 C 3.881 -1.997 -0.808  -0.047
49 C 3.965 -2.407 0.515  -0.048
50 C 2.902 -2.202 1.380  -0.072
51 C -0.267 -3.029 2.487  -0.270
52 C 0.462 -3.802 3.386  -0.072
53 C 0.000 -5.059 3.736  -0.063
54 C -1.190 -5.540 3.204  -0.059
55 C -1.923 -4.761 2.322  -0.060
56 C -1.462 -3.506 1.957  -0.062
57 H -1.407 -0.649 4.028  0.124
58 H -1.122 0.689 6.095  0.115
59 H 1.099 1.609 6.663  0.114
60 H 3.015 1.252 5.153  0.112
61 H 2.725 -0.037 3.063  0.095
62 H 0.768 -0.655 -0.783  0.058
63 H 2.687 -1.031 -2.301  0.107
64 H 4.701 -2.188 -1.485  0.116
65 H 4.861 -2.895 0.874  0.116
66 H 2.961 -2.532 2.408  0.104
67 H 1.378 -3.422 3.821  0.105
68 H 0.563 -5.665 4.432  0.112
69 H -1.550 -6.519 3.488  0.112
70 H -2.858 -5.129 1.921  0.112
71 H -2.021 -2.885 1.270  0.106
72 Se -0.175 5.150 -1.587  1.408
73 N 0.732 2.547 -0.702  -0.060
74 C 1.657 3.153 0.102  -0.229
75 C 2.446 2.331 0.919  -0.049
76 C 3.414 2.848 1.750  -0.071
77 C 3.609 4.234 1.811  -0.071
78 C 2.829 5.072 1.059  0.001
79 C 1.829 4.585 0.175  -0.324
80 N 1.112 5.507 -0.477  -0.258
81 H 2.306 1.253 0.834  0.079
82 H 4.041 2.181 2.324  0.104
83 H 4.374 4.634 2.461  0.109
84 H 2.955 6.144 1.107  0.121
85 F -1.279 4.096 -0.016  -0.486
86 C 0.377 3.196 -1.850  -0.769
87 F 1.436 3.334 -2.711  0.041
88 F -0.583 2.574 -2.550  0.066

Properties
* max |F|: 3.71 eV/Å
* E_HOMO (spin up / spin down): -10.271 / -10.269 eV
* calculated total energy: -5411.8829 hartree
* orbital gap (spin up / spin down): 5.98 / 5.98 eV
* net charge: +1

(2)
Formula: ClKLi3
Source: the OMol25 dataset
Level of theory: the ωB97M-V functional and the def2-TZVPD basis

Last column: Löwdin charge in e.
Atoms and positions in Å:
1 Li 1.810 -1.440 19.451  0.842
2 Li 4.294 -0.976 15.170  0.823
3 Li 2.748 1.632 17.153  0.865
4 K 4.481 -3.185 18.246  0.867
5 Cl 2.843 -1.047 17.126  -0.398

Properties
* max |F|: 1.43 eV/Å
* E_HOMO: -23.781 eV
* energy above the lowest of the compared OMol25 structures with the same formula, charge and spin: 20.3 kcal per mole
* calculated total energy: -1081.8123 hartree
* orbital gap: 11.85 eV
* net charge: +3